Entry 1:
The following is a DFT calculation (ωB97M-V with the def2-TZVPD basis set) of a molecular structure, C31H29ClNO5PtSi.

Atoms and positions in Å:
Pt: -0.542641 0.893934 0.182463
C: -2.001893 -3.016025 -0.496363
C: -3.006505 -2.797052 -1.439117
C: -3.252741 -1.513430 -1.887909
C: -2.514441 -0.449179 -1.369584
C: -1.556949 -0.650862 -0.366446
C: -1.282150 -1.959055 0.034273
C: -2.540484 0.913796 -1.874155
C: -3.529685 1.402594 -2.757657
C: -3.489285 2.690689 -3.178264
C: -2.436592 3.528731 -2.748121
C: -2.331839 4.874508 -3.161936
C: -1.291553 5.650849 -2.737675
C: -0.310663 5.101306 -1.890539
C: -0.384399 3.802365 -1.468420
C: -1.460844 2.988113 -1.878065
N: -1.541173 1.685868 -1.440200
H: -1.782160 -4.027867 -0.175052
H: -3.570409 -3.631692 -1.836012
H: -3.995936 -1.346294 -2.658917
H: -0.502054 -2.128193 0.765963
H: -4.324966 0.738522 -3.064175
H: -4.249671 3.089970 -3.839298
H: -3.092560 5.273424 -3.822931
H: -1.212485 6.682956 -3.054670
H: 0.522585 5.714569 -1.572090
H: 0.378087 3.378471 -0.831856
O: 2.402497 2.324252 -1.542812
Cl: 2.490524 1.842113 -0.190853
O: 3.637921 2.384375 0.465778
O: 1.292464 2.353944 0.548037
O: 2.492860 0.411407 -0.165594
C: 1.619590 0.200322 4.751617
C: 0.232102 -0.450309 4.698197
C: -0.435012 -0.347662 6.070835
C: 0.404952 -1.931307 4.340478
Si: -0.747492 0.424557 3.313742
O: 0.085693 0.158163 1.960552
C: -0.880266 2.260144 3.781711
C: -1.580312 2.699918 4.912497
C: -1.667847 4.045684 5.241773
C: -1.050409 4.997702 4.440932
C: -0.337050 4.586957 3.325131
C: -0.250651 3.236414 3.007222
C: -2.525032 -0.253841 3.255025
C: -2.724193 -1.587506 2.881968
C: -3.991515 -2.142173 2.780397
C: -5.110307 -1.369431 3.058250
C: -4.944456 -0.042863 3.426134
C: -3.669384 0.503299 3.517745
H: 2.241752 -0.296452 5.507211
H: 1.554179 1.259587 5.014584
H: 2.124931 0.126483 3.786724
H: 0.117292 -0.955029 6.799357
H: -1.467357 -0.710191 6.052096
H: -0.438817 0.679533 6.440867
H: 1.071569 -2.413068 5.067315
H: 0.844329 -2.047131 3.347546
H: -0.547203 -2.467039 4.365840
H: -2.075635 1.980687 5.555195
H: -2.219946 4.350891 6.123286
H: -1.120762 6.049803 4.690750
H: 0.162050 5.315209 2.696836
H: 0.342499 2.939471 2.151441
H: -1.867485 -2.204303 2.644899
H: -4.104726 -3.174106 2.469310
H: -6.103498 -1.794748 2.974840
H: -5.810448 0.575885 3.631492
H: -3.575187 1.551146 3.770701

Force components x, y, z for each atom (eV/Å):
Pt 0.6 0.2 0.2
C 0.0 0.0 0.0
C 0.0 0.0 0.0
C 0.0 0.1 0.0
C 0.1 -0.1 0.1
C -0.2 -0.2 0.1
C 0.0 0.0 0.1
C 0.1 0.2 0.0
C -0.1 0.0 -0.1
C 0.0 0.0 0.0
C 0.1 0.0 0.0
C 0.0 0.0 0.0
C 0.0 0.0 0.0
C 0.0 0.0 0.0
C 0.0 0.0 0.0
C 0.0 0.1 -0.1
N -0.2 0.0 0.1
H 0.0 0.0 0.0
H 0.0 0.0 0.0
H 0.0 0.0 0.0
H 0.0 0.0 0.0
H 0.0 0.0 0.0
H 0.0 0.0 0.0
H 0.0 0.0 0.0
H 0.0 0.0 0.0
H 0.0 0.0 0.0
H -0.1 0.1 -0.1
O 0.0 0.0 0.0
Cl 0.2 0.0 -0.1
O 0.0 0.0 0.1
O 0.0 -0.5 -0.2
O 0.0 0.2 0.1
C 0.0 0.0 0.0
C 0.0 0.0 -0.1
C 0.0 0.0 0.0
C 0.0 0.0 0.0
Si 0.1 0.1 0.1
O -0.3 0.0 -0.5
C -0.1 0.0 0.1
C 0.0 0.0 0.0
C 0.0 0.0 0.0
C 0.0 0.0 0.0
C 0.0 0.0 0.0
C 0.1 0.0 -0.1
C 0.0 0.0 0.0
C 0.0 0.0 0.1
C 0.0 0.0 0.0
C 0.0 0.0 0.0
C 0.0 0.0 0.0
C 0.0 0.0 -0.1
H 0.0 0.0 0.0
H 0.0 0.0 0.0
H 0.0 0.0 0.0
H 0.0 0.0 0.0
H 0.0 0.0 0.0
H 0.0 0.0 0.0
H 0.0 0.0 0.0
H 0.0 0.0 0.0
H 0.0 0.0 0.0
H 0.0 0.0 0.0
H 0.0 0.0 0.0
H 0.0 0.0 0.0
H 0.0 0.0 0.0
H -0.1 0.1 0.2
H 0.0 0.0 0.0
H 0.0 0.0 0.0
H 0.0 0.0 0.0
H 0.0 0.0 0.0
H 0.0 0.0 0.0

- Lowest unoccupied orbital energy: 1.9512 eV
- Kohn-Sham gap: 7.52 eV
- Net charge: -1
- E_tot: -67990.21803 eV
- E_HOMO: -5.5662 eV

Here are the Löwdin charges for atoms 1 to 2, given in e: number 1, Pt, carries 1.149; number 2, C, carries -0.092


Entry 2:
The following is a DFT calculation (ωB97M-V with the def2-TZVPD basis set) of a molecular structure, C31H29F4N4ScSi.

Atoms and positions in Å:
Sc: 0.000000 0.000000 0.000000
C: 4.236700 3.175600 1.843700
C: 2.843800 3.156400 1.832600
C: 2.164800 2.101900 1.220400
C: 2.875400 1.058500 0.614600
C: 2.200000 0.000000 0.000000
C: 2.901600 -1.040800 -0.604300
C: 4.294100 -1.033800 -0.600200
C: 4.984500 0.016400 0.009500
C: 4.288300 1.071900 0.622300
C: 4.955800 2.140300 1.242600
H: 4.765000 3.997100 2.320700
H: 2.284700 3.962500 2.300600
H: 1.077000 2.098700 1.218500
H: 2.355700 -1.852400 -1.075500
H: 4.844100 -1.844500 -1.070900
H: 6.072200 0.006300 0.003600
H: 6.042600 2.173100 1.261700
C: -3.144300 0.891200 1.553200
Si: -2.622600 0.000000 0.000000
C: -3.155100 1.035000 -1.593300
C: -4.688500 1.103300 -1.744600
C: -2.621400 2.485700 -1.453100
C: -2.548500 0.444400 -2.884700
C: -3.200600 -1.886300 0.079700
C: -2.523000 -2.563900 1.300800
C: -4.729000 -2.009200 0.256400
C: -2.778800 -2.668500 -1.181300
H: -4.233300 0.980100 1.608200
H: -2.720500 1.898900 1.589300
H: -2.803200 0.358400 2.445400
H: -5.169700 1.491200 -0.839100
H: -5.117200 0.120200 -1.959200
H: -4.970700 1.762500 -2.574100
H: -3.055000 2.996300 -0.585700
H: -2.871200 3.083800 -2.337700
H: -1.530500 2.504500 -1.342100
H: -2.979000 -0.528800 -3.131100
H: -1.462000 0.321800 -2.804000
H: -2.743400 1.099100 -3.742800
H: -2.822500 -2.092700 2.244100
H: -1.429700 -2.513800 1.234500
H: -2.800100 -3.622900 1.366700
H: -5.080700 -1.470900 1.144000
H: -5.025000 -3.058900 0.371100
H: -5.272000 -1.617200 -0.607900
H: -1.711300 -2.545900 -1.398700
H: -3.345000 -2.350200 -2.060900
H: -2.968400 -3.741600 -1.058600
F: -1.783500 3.073500 2.207100
C: -2.988000 3.269700 1.635700
C: -4.100300 3.097100 2.367800
F: -3.990900 2.719800 3.656400
C: -5.432100 3.373700 1.798800
C: -5.436300 4.231000 0.596500
C: -4.320500 4.413200 -0.131200
F: -4.350400 5.230500 -1.201600
C: -3.061200 3.744700 0.241000
C: -2.041400 3.558200 -0.636400
C: -0.894600 2.784000 -0.290500
N: 0.000000 2.106300 0.000000
C: -2.090200 4.014300 -1.986900
N: -2.124100 4.372400 -3.090600
F: -6.566200 4.875200 0.245300
C: -6.570400 2.871500 2.345000
C: -7.857800 3.096300 1.772300
N: -8.904700 3.254600 1.299600
C: -6.556000 2.006600 3.480800
N: -6.548000 1.287300 4.390700
H: 0.000000 -1.860500 0.000000

Force components x, y, z for each atom (eV/Å):
Sc 1.8 -3.2 0.1
C 1.1 -0.7 -0.5
C -1.1 -0.7 -0.4
C 1.1 1.5 1.7
C 0.6 -0.2 -0.2
C -1.1 -1.0 -0.8
C -0.6 0.8 0.4
C 1.2 0.7 0.4
C -0.3 -1.3 -0.8
C 0.4 0.3 0.1
C -0.3 1.3 0.7
H -0.1 -0.1 -0.1
H 0.1 -0.1 0.0
H 1.6 0.1 1.2
H 0.1 0.0 0.1
H 0.0 0.1 0.1
H -0.2 0.1 0.1
H -0.1 -0.1 0.0
C -0.3 -1.9 -0.4
Si 0.2 -1.4 -0.4
C -1.1 -1.2 1.4
C 0.0 0.4 0.0
C 0.2 -9.4 -9.2
C 0.2 0.6 0.1
C -0.4 -0.1 -0.1
C 0.1 0.5 0.0
C 0.1 0.1 0.0
C 0.0 0.3 0.0
H 0.0 0.1 0.2
H -0.1 -4.3 -0.6
H 0.0 -0.1 -0.1
H 0.0 -0.1 -0.1
H 0.2 0.1 0.1
H -0.1 0.0 0.0
H -6.9 -3.5 2.5
H -2.5 -3.2 -0.8
H 0.5 -5.6 -6.1
H 0.0 0.1 0.3
H -0.1 0.0 0.0
H 0.0 0.0 0.1
H -0.1 0.0 -0.1
H -0.3 -0.1 0.0
H -0.1 0.1 -0.1
H 0.0 -0.1 -0.1
H 0.1 0.0 0.0
H 0.0 0.0 0.0
H -0.1 0.0 0.1
H 0.0 0.0 0.0
H 0.0 0.1 0.1
F 0.9 1.2 0.2
C -1.2 4.0 -0.7
C -1.7 2.6 0.4
F 0.0 -0.1 -0.9
C 1.2 0.3 -0.3
C -0.1 -0.3 0.5
C 0.5 0.6 0.5
F 0.1 -0.5 0.4
C -5.2 6.7 10.3
C 5.1 4.3 1.2
C 4.3 1.9 3.7
N -2.2 1.7 -1.6
C 3.1 6.4 -1.7
N 1.2 2.6 -1.3
F 0.6 -0.4 0.2
C -0.5 -0.1 0.2
C -1.2 0.3 -0.6
N 1.0 -0.2 0.5
C 0.1 -0.8 1.1
N -0.1 0.7 -1.0
H 0.0 0.4 -0.1

- Lowest unoccupied orbital energy (alpha / beta): -2.5635 / -2.5630 eV
- Kohn-Sham gap (alpha / beta): 5.18 / 5.18 eV
- E_tot: -77999.61815 eV
- E_HOMO (alpha / beta): -7.7443 / -7.7447 eV

Here are the Löwdin charges for atoms 1 to 2, given in e: number 1, Sc, carries 1.009; number 2, C, carries -0.084


- E_tot of number 2 (C31H29F4N4ScSi)?
  -77999.61815 eV


- The lowest E_tot belongs to which entry?
  C31H29F4N4ScSi